(1)
Here is a 6-piece molecular cluster, C18H56B3O23P5S overall at a distorted geometry from OMol25. Energies are from wB97M-V/def2-TZVPD.

The geometry in ORCA input format:
```
! RIJCOSX wB97M-V def2-TZVPD def2/J DEFGRID3
* xyz 0 1
S 2.008 2.746 -2.620
P -2.631 -7.178 -2.977
P -5.637 -1.081 -5.678
P 3.121 6.752 3.210
P 2.257 -3.784 1.638
P 3.621 0.340 5.659
O -4.845 -2.260 -4.957
O 2.134 6.959 4.322
O 4.131 -0.581 4.463
O 3.291 -3.061 0.837
O -2.107 -7.085 -4.496
O -7.047 -0.331 -5.475
O 2.950 -0.907 6.404
O -3.552 -8.326 -2.901
O -3.336 -5.744 -3.002
O 4.645 6.641 3.673
O 4.243 0.973 6.999
O 0.358 1.504 0.335
O 0.977 -2.814 1.339
O -4.669 -0.078 -6.160
O 3.208 8.318 2.725
O 3.004 5.108 3.189
O -0.346 5.708 -0.426
O 1.014 5.925 -2.348
O 2.663 1.321 5.116
O -6.172 -2.062 -6.819
O 1.578 -5.048 0.930
O -2.026 -6.900 -1.530
O 3.192 -4.750 2.534
C -4.002 -1.882 -3.845
C -1.623 0.937 -2.393
C -1.207 -8.109 -4.961
C 5.142 2.093 6.857
C 1.699 4.523 2.994
C -6.606 -1.501 -8.056
C 1.125 -4.896 -0.414
C 4.759 0.080 3.343
C -1.708 1.823 -1.128
C -1.499 6.343 -0.977
C 1.917 -0.656 7.356
C 2.081 8.862 2.019
C -7.163 0.597 -4.379
C -1.321 -7.968 -0.866
C 4.199 -4.121 3.351
C 1.004 -1.515 1.966
C -4.433 -5.519 -3.885
C 5.149 7.611 4.591
B 0.658 3.384 -1.520
B -0.236 2.201 -0.717
B 0.404 5.097 -1.411
H -4.986 -6.434 -4.093
H 1.211 -1.599 3.033
H 3.992 0.524 2.712
H 5.045 -3.845 2.725
H 5.291 -0.677 2.774
H -6.578 1.492 -4.589
H 1.228 -5.854 -0.920
H 4.586 2.978 6.549
H -1.078 0.015 -2.193
H 1.156 5.001 2.179
H -3.071 -1.456 -4.212
H 1.198 1.136 0.033
H -4.508 -1.165 -3.199
H 1.783 8.222 1.189
H 0.672 5.814 -3.241
H 1.578 3.182 -3.813
H -6.386 -2.224 -8.838
H 3.819 -3.240 3.866
H -0.822 -7.792 -5.926
H -1.834 7.145 -0.325
H 5.462 0.847 3.665
H -1.116 1.457 -3.206
H -8.212 0.863 -4.286
H -4.066 -5.093 -4.819
H -5.103 -4.802 -3.415
H 1.373 0.259 7.120
H -0.370 -8.242 -4.276
H 5.616 8.433 4.050
H 1.231 -1.499 7.325
H 4.516 -4.852 4.090
H 1.245 8.989 2.706
H 2.379 9.830 1.624
H 5.928 1.881 6.133
H -6.084 -0.569 -8.273
H 1.712 -4.149 -0.949
H -0.737 -7.518 -0.068
H 1.765 -0.893 1.495
H 5.901 7.116 5.202
H 0.073 -4.609 -0.419
H -1.322 6.755 -1.971
H -2.244 2.751 -1.353
H -2.321 5.627 -1.063
H 1.134 4.624 3.918
H -2.233 1.280 -0.341
H -2.025 -8.679 -0.439
H -3.781 -2.782 -3.277
H -6.831 0.149 -3.443
H 5.598 2.269 7.827
H -0.649 -8.485 -1.550
H 4.357 7.994 5.233
H -2.630 0.675 -2.715
H 2.343 -0.581 8.357
H 0.031 -1.052 1.836
H -1.744 -9.050 -5.075
H -7.681 -1.323 -8.028
H 1.823 3.467 2.766
*
```

Properties
- Orbital gap: 7.75 eV
- SMILES string: CCB(O)B(S)B(O)OC.COP(=O)(OC)OC.COP(=O)(OC)OC.COP(=O)(OC)OC.COP(=O)(OC)OC.COP(=O)(OC)OC
- Lowest unoccupied orbital energy: -1.027 eV
- E: -4629.7000 a.u.

***

(2)
Here is C7H9N as an isolated structure at a distorted geometry from OMol25. Energies are from wB97M-V/def2-TZVPD.

The geometry in ORCA input format:
```
! RIJCOSX wB97M-V def2-TZVPD def2/J DEFGRID3
* xyz 0 1
N -0.775 -0.953 -1.282
C -0.122 -0.930 0.944
C -2.001 0.473 0.107
C 0.459 -0.884 -0.430
C -2.029 1.672 -0.075
C 1.299 0.232 -0.735
C -1.455 -0.836 0.216
C 1.963 0.909 0.265
H -2.327 -1.628 0.438
H 1.874 0.401 -1.587
H 0.420 -0.103 1.586
H 2.128 0.442 1.402
H -0.362 -1.718 1.814
H 2.889 1.678 0.180
H 0.870 -1.852 -0.673
H -0.849 0.237 -1.709
H -1.980 2.860 -0.461
*
```

Properties
- Orbital gap: 9.65 eV
- Lowest unoccupied orbital energy: 0.850 eV
- E: -326.5676 a.u.